Entry 1:
Entry from the Open Molecules 2025 dataset: a structure of composition C30H30N6O2PSe3TaTe (the ωB97M-V functional and the def2-TZVPD basis).

Structure (XYZ):
```
74
Properties=species:S:1:pos:R:3:lowdin_charge:R:1
Ta 0.05 0.69 -2.56 1.258
Se 1.53 2.47 -3.54 0.126
Se 1.10 2.85 -5.82 -0.117
Te -1.33 3.30 -5.52 0.327
Se -1.63 1.05 -4.47 -0.057
O -1.16 -1.05 -2.06 -0.122
C -1.78 -0.37 -1.19 -0.666
O -1.53 0.88 -1.20 -0.202
C -2.67 -0.96 -0.17 -0.216
P -1.84 -0.85 1.52 1.095
C -0.57 -2.16 1.43 -0.406
C 0.37 -2.14 2.46 -0.115
C 1.34 -3.13 2.55 -0.085
C 1.38 -4.14 1.61 -0.086
C 0.47 -4.16 0.56 -0.074
C -0.51 -3.18 0.48 -0.093
C -3.17 -1.68 2.46 -0.386
C -3.21 -3.05 2.72 -0.077
C -4.26 -3.59 3.44 -0.077
C -5.29 -2.78 3.90 -0.086
C -5.26 -1.42 3.64 -0.086
C -4.20 -0.87 2.94 -0.118
H -2.96 -1.98 -0.43 0.102
H -3.55 -0.33 -0.07 0.106
H 0.35 -1.34 3.19 0.100
H 2.06 -3.11 3.36 0.105
H 2.13 -4.92 1.68 0.107
H 0.50 -4.94 -0.18 0.095
H -1.21 -3.22 -0.34 0.096
H -2.41 -3.69 2.37 0.101
H -4.28 -4.66 3.64 0.105
H -6.12 -3.21 4.45 0.103
H -6.06 -0.78 4.00 0.103
H -4.17 0.20 2.77 0.098
N 0.78 5.26 -1.26 0.146
C -0.47 4.88 -0.86 -0.419
C -0.95 5.20 0.42 -0.044
C -2.22 4.79 0.75 -0.084
C -2.99 4.09 -0.17 -0.088
C -2.43 3.84 -1.41 -0.177
N -1.19 4.21 -1.76 0.099
H 1.44 5.62 -0.59 0.097
H 1.13 4.87 -2.12 0.034
H -0.34 5.75 1.11 0.107
H -2.62 5.02 1.73 0.105
H -4.00 3.76 0.05 0.095
H -2.98 3.29 -2.17 0.091
C 5.27 -0.72 -0.14 -0.118
N 4.20 -0.88 -1.10 -0.246
C 3.18 -1.77 -0.59 -0.092
C 3.68 0.35 -1.70 -0.194
C 2.80 1.18 -0.78 -0.262
C 3.44 1.77 0.31 -0.049
C 2.74 2.43 1.31 -0.062
C 1.36 2.54 1.21 -0.085
C 0.72 2.03 0.09 -0.144
C 1.40 1.35 -0.94 -0.331
H 5.76 -1.68 0.01 0.084
H 4.94 -0.35 0.84 0.076
H 6.02 -0.02 -0.54 0.087
H 3.66 -2.68 -0.22 0.086
H 2.50 -2.07 -1.39 0.062
H 2.59 -1.34 0.23 0.086
H 3.12 0.07 -2.59 0.057
H 4.53 0.94 -2.03 0.127
H 4.52 1.70 0.39 0.102
H 3.26 2.86 2.15 0.106
H 0.79 3.05 1.97 0.104
H -0.35 2.20 0.03 0.069
N 0.33 -5.19 -3.12 0.130
C 0.76 -4.21 -3.55 -0.336
N 1.30 -3.12 -4.08 0.144
C 1.14 -1.96 -3.70 -0.270
N 1.08 -0.80 -3.43 -0.048
```

Summary:
E_LUMO: -1.535 eV
HOMO level: -7.7 eV
Energy above the lowest of the compared OMol25 structures with the same formula, charge and spin: 21.8 kcal per mole
Energy: -9511.003474 a.u.

Entry 2:
Entry from the Open Molecules 2025 dataset: a structure of composition C30H31BO5 at a distorted geometry (the ωB97M-V functional and the def2-TZVPD basis).

Structure (XYZ):
```
67
Properties=species:S:1:pos:R:3:nbo_charge:R:1
C 5.31 -1.78 1.56 -0.666
C 4.17 -1.21 2.25 0.292
C 4.06 -0.55 3.47 -0.324
C 2.70 -0.28 3.67 -0.290
C 1.97 -0.92 2.57 0.014
B 3.98 1.66 -1.21 1.382
O 3.16 2.01 0.03 -0.641
C 2.07 2.48 -0.51 0.054
C 2.05 2.41 -2.02 -0.211
C 0.74 2.91 -2.65 -0.600
C 2.34 0.87 -2.38 -0.056
O 3.63 0.47 -1.81 -0.742
C 3.30 3.29 -2.48 -0.058
O 4.53 2.73 -1.86 -0.743
O 2.96 -1.24 1.64 -0.448
H 6.11 -1.03 1.53 0.228
H 5.72 -2.66 2.09 0.228
H 5.06 -2.10 0.54 0.240
H 4.89 -0.31 4.12 0.226
H 2.22 0.12 4.56 0.220
H 1.29 -0.57 0.40 0.257
H 1.22 2.79 0.08 0.198
H 0.95 3.63 -3.45 0.217
H 0.18 2.08 -3.10 0.218
H 0.08 3.38 -1.91 0.234
H 1.55 0.24 -1.93 0.196
H 2.38 0.72 -3.47 0.190
H 3.43 3.27 -3.57 0.187
H 3.20 4.34 -2.14 0.205
C -0.42 -6.34 2.02 -0.627
C -0.19 -4.90 1.72 -0.020
C 0.83 -4.22 2.39 -0.203
C 0.86 -2.85 2.34 -0.186
C 0.16 -2.15 1.37 0.002
C 0.57 -0.71 1.22 -0.380
C -0.62 0.16 0.84 -0.034
C -0.97 0.31 -0.51 -0.227
C -2.06 1.11 -0.90 -0.238
C -2.79 1.74 0.11 0.269
O -3.82 2.63 -0.15 -0.490
C -4.70 2.35 -1.19 0.281
C -5.23 3.47 -1.84 -0.259
C -6.17 3.28 -2.85 -0.192
C -6.60 1.99 -3.18 -0.240
C -6.08 0.88 -2.51 -0.208
C -5.10 1.06 -1.52 -0.243
C -2.46 1.61 1.46 -0.251
C -1.38 0.81 1.82 -0.188
C -0.79 -2.83 0.60 -0.210
C -1.01 -4.20 0.83 -0.225
H -0.92 -6.86 1.19 0.213
H 0.52 -6.85 2.24 0.215
H -1.06 -6.45 2.91 0.220
H 1.58 -4.78 2.96 0.206
H 1.58 -2.12 2.98 0.255
H 0.96 -0.25 2.25 0.348
H -0.41 -0.21 -1.28 0.207
H -2.33 1.22 -1.95 0.224
H -4.88 4.46 -1.54 0.229
H -6.57 4.16 -3.38 0.218
H -7.35 1.85 -3.97 0.216
H -6.40 -0.13 -2.75 0.217
H -4.67 0.21 -0.99 0.224
H -3.07 2.11 2.21 0.231
H -1.12 0.68 2.88 0.213
H -1.37 -2.29 -0.13 0.212
H -1.80 -4.72 0.30 0.209
```

Summary:
E_LUMO: -0.902 eV
HOMO level: -4.0 eV
Energy above the lowest of the compared OMol25 structures with the same formula, charge and spin: 184.1 kcal per mole
Energy: -1562.444375 a.u.

Entry 3:
Entry from the Open Molecules 2025 dataset: a structure of composition C30H31Br4NO4PSc at a distorted geometry (the ωB97M-V functional and the def2-TZVPD basis).

Structure (XYZ):
```
72
Properties=species:S:1:pos:R:3:lowdin_charge:R:1
Sc -0.30 -0.05 0.50 0.936
Br -6.34 -3.20 -0.68 0.714
C -4.67 -2.72 0.04 -0.755
C -4.10 -3.47 1.05 -0.759
Br -4.96 -5.00 1.73 0.712
C -2.86 -3.09 1.58 -0.642
Br -1.96 -4.08 2.91 0.764
C -2.21 -1.96 1.11 -0.396
O -1.03 -1.53 1.55 -0.234
C -2.79 -1.20 0.06 -0.409
O -2.07 -0.18 -0.38 -0.192
C -4.01 -1.59 -0.46 -0.644
Br -4.70 -0.56 -1.88 0.775
C 0.99 3.52 -2.86 -0.058
C 2.34 3.25 -2.69 -0.070
C 2.76 2.58 -1.56 -0.044
C 1.88 2.14 -0.56 -0.091
C 0.53 2.42 -0.76 -0.214
C 0.09 3.12 -1.89 0.007
C 2.52 1.41 0.58 -0.215
C 3.74 1.93 1.08 0.007
C 4.39 1.27 2.08 0.018
C 3.82 0.11 2.63 -0.145
C 4.42 -0.60 3.71 -0.027
C 3.79 -1.68 4.25 -0.064
C 2.54 -2.10 3.75 -0.047
C 1.95 -1.45 2.70 -0.017
C 2.59 -0.33 2.11 -0.184
N 1.98 0.31 1.07 0.094
H 0.63 4.05 -3.73 0.111
H 3.06 3.56 -3.44 0.106
H 3.82 2.36 -1.45 0.114
H -0.96 3.32 -1.98 0.135
H 4.13 2.85 0.68 0.119
H 5.32 1.65 2.48 0.124
H 5.37 -0.25 4.09 0.115
H 4.24 -2.21 5.08 0.107
H 2.03 -2.94 4.20 0.114
H 0.99 -1.79 2.33 0.089
C 3.42 -1.25 -1.94 -0.112
C 2.20 -1.87 -2.62 -0.517
C 2.60 -3.20 -3.27 -0.101
P 0.71 -1.87 -1.52 1.098
C -0.70 -1.89 -2.74 -0.524
C -0.65 -2.87 -3.91 -0.106
C -0.85 -0.48 -3.32 -0.123
C 0.67 -3.45 -0.53 -0.519
C 0.14 -4.72 -1.19 -0.096
C 2.02 -3.70 0.14 -0.105
H 4.23 -1.11 -2.67 0.083
H 3.80 -1.89 -1.15 0.070
H 3.18 -0.28 -1.51 0.044
H 1.89 -1.18 -3.42 0.097
H 3.11 -3.85 -2.56 0.066
H 3.30 -3.00 -4.09 0.084
H 1.76 -3.74 -3.68 0.048
H -1.58 -2.10 -2.13 0.095
H 0.14 -2.61 -4.61 0.074
H -1.60 -2.81 -4.45 0.086
H -0.51 -3.91 -3.61 0.053
H 0.00 -0.23 -3.97 0.072
H -0.94 0.29 -2.55 0.046
H -1.75 -0.43 -3.93 0.081
H -0.04 -3.20 0.26 0.067
H 0.77 -5.07 -2.01 0.067
H -0.88 -4.60 -1.56 0.073
H 0.11 -5.52 -0.44 0.085
H 2.71 -4.20 -0.54 0.068
H 1.88 -4.36 1.00 0.088
H 2.49 -2.79 0.50 0.048
O -0.54 2.06 0.03 -0.147
O -0.23 1.67 1.38 -0.194
```

Summary:
E_LUMO: -0.703 eV
HOMO level: -7.5 eV
Energy above the lowest of the compared OMol25 structures with the same formula, charge and spin: 7.0 kcal per mole
Energy: -12915.736798 a.u.